# 1
57
Properties=species:S:1:pos:R:3 method="wB97M-V/def2-TZVPD" mol_weight_da=640.810 homo_energy_ev=-10.92 lumo_ev=-3.275 homo_lumo_gap_ev=7.65 total_charge=+1
Co 0.3014 -0.1321 0.4497
C -1.0417 1.7856 -1.3453
N -1.1982 0.3614 -0.9982
C -2.5249 -0.0299 -0.4851
C -2.3110 -1.1038 0.5305
N -1.1014 -1.5106 0.8012
C -1.2307 -2.5312 1.7491
C -0.2747 -3.3236 2.3739
C -0.7287 -4.2741 3.2649
C -2.0982 -4.4400 3.5313
C -3.0554 -3.6637 2.9095
C -2.5851 -2.7105 2.0166
N -3.2501 -1.7876 1.2030
C 0.3986 2.0898 -1.1495
N 1.1647 1.2254 -0.5363
C 2.4621 1.7535 -0.5459
C 3.6694 1.2527 -0.0687
C 4.7900 2.0341 -0.2544
C 4.7232 3.2792 -0.9011
C 3.5327 3.7768 -1.3878
C 2.4102 2.9839 -1.1928
N 1.0821 3.1523 -1.5847
H -1.6279 2.3945 -0.6569
H -1.3722 2.0150 -2.3619
H -0.9097 -0.2358 -1.7702
H -3.1892 -0.3793 -1.2805
H -2.9977 0.8308 -0.0078
H 0.7784 -3.2032 2.1623
H -0.0178 -4.9148 3.7676
H -2.4106 -5.1966 4.2371
H -4.1088 -3.7950 3.1121
H -4.2402 -1.6053 1.1823
H 3.7205 0.2974 0.4290
H 5.7464 1.6838 0.1074
H 5.6268 3.8584 -1.0277
H 3.4818 4.7300 -1.8946
H 0.6820 3.9673 -2.0185
Cl -1.4542 3.9140 3.7333
C -1.9510 2.5926 2.7032
Cl -2.5198 1.2449 3.6944
Cl -3.2958 3.1279 1.6284
C -0.8087 2.2046 1.7293
O -0.1550 3.0853 1.2347
O -0.7867 0.9335 1.5089
S 2.7226 1.9525 3.2849
C 2.0157 0.7881 2.4925
N 1.5237 -0.1113 1.8829
N 3.3355 -2.2513 2.4013
C 3.7899 -2.9404 1.3519
N 4.7915 -3.8127 1.5074
N 3.3027 -2.8103 0.1259
C 2.2794 -2.0810 -0.1139
N 1.3620 -1.4525 -0.4514
H 3.7480 -2.3571 3.3122
H 2.6535 -1.4996 2.2609
H 5.2388 -3.9638 2.3934
H 5.0970 -4.3365 0.7063

# 2
49
Properties=species:S:1:pos:R:3 method="wB97M-V/def2-TZVPD" mol_weight_da=623.130 homo_energy_ev="-14.46 / -14.63" lumo_ev="-6.882 / -8.821" spin_multiplicity=2 s2=0.783 homo_lumo_gap_ev="7.58 / 5.80" total_charge=+2
Ir -0.0878 0.2439 1.0760
Cl -5.4871 4.0239 -1.9401
C -4.4851 2.9701 -1.0893
C -5.0497 1.9602 -0.2740
C -4.2334 1.1287 0.4178
C -2.8011 1.2367 0.3326
O -2.0989 0.4205 0.9812
C -2.2307 2.2782 -0.5135
C -0.8071 2.4972 -0.6848
N 0.1490 1.8463 -0.1349
C 1.5255 2.1707 -0.3516
C 2.0070 3.2570 -1.0313
C 3.3926 3.4436 -1.1890
C 4.2840 2.5388 -0.6890
C 3.8257 1.4295 0.0569
C 4.6823 0.4891 0.6768
C 4.1458 -0.5059 1.4416
C 2.7548 -0.5950 1.5892
N 1.9331 0.2583 1.0105
C 2.4436 1.2715 0.2405
C -3.0897 3.1104 -1.1883
H -6.1245 1.8591 -0.2111
H -4.6360 0.3595 1.0632
H -0.5426 3.2915 -1.3771
H 1.3329 4.0023 -1.4314
H 3.7537 4.3211 -1.7065
H 5.3473 2.6806 -0.8319
H 5.7537 0.5760 0.5490
H 4.7776 -1.2183 1.9521
H 2.3039 -1.3632 2.2022
H -2.6925 3.9051 -1.8082
O -0.1845 -1.1006 -0.5046
S 0.4373 -2.5225 -0.3760
C 0.0092 -3.3259 -1.9512
C -1.1335 -4.3000 -1.6722
C -0.9806 -4.7675 -0.2254
C -0.7352 -3.5110 0.5991
H 0.9143 -3.8285 -2.2901
H -0.2453 -2.5271 -2.6463
H -1.0956 -5.1426 -2.3605
H -2.0954 -3.8050 -1.8101
H -0.1400 -5.4574 -0.1303
H -1.8761 -5.2835 0.1177
H -0.2960 -3.6927 1.5767
H -1.6269 -2.8906 0.7030
O -0.2352 0.7901 3.2786
C -0.2582 -0.4420 3.5069
O -0.0743 -1.2440 2.5371
H -0.4306 -0.8366 4.5103

# 3
47
Properties=species:S:1:pos:R:3 method="wB97M-V/def2-TZVPD" mol_weight_da=396.854 homo_energy_ev=-11.22 lumo_ev=-4.074 homo_lumo_gap_ev=7.15 total_charge=+1
C 2.3862 4.7227 1.4125
C 2.8637 3.3961 0.8988
C 4.2216 3.1360 0.7685
C 4.6933 1.9236 0.2992
C 3.7884 0.9340 -0.0536
Cl 4.3348 -0.5940 -0.6313
C 2.4259 1.1613 0.0628
C 1.9695 2.3835 0.5341
N 0.5801 2.6262 0.6951
C -0.4129 1.9358 0.1419
O -0.3371 1.0057 -0.6321
C -1.8570 2.3974 0.5874
N -2.6761 1.2433 0.3522
C -3.0128 0.4144 1.3565
C -3.3790 -0.8833 1.1155
C -3.3655 -1.3851 -0.1940
C -3.4212 -2.8481 -0.4732
C -1.9603 -3.2183 -0.6659
C -1.4254 -3.3467 -1.9424
C -0.0720 -3.5699 -2.1133
C 0.7471 -3.6501 -0.9962
N 2.1770 -3.8262 -1.1687
O 2.8586 -3.8106 -0.1697
O 2.5861 -3.9628 -2.2973
C 0.2249 -3.5493 0.2859
C -1.1292 -3.3310 0.4445
C -3.1260 -0.4730 -1.2202
C -2.7597 0.8196 -0.9226
H 1.7237 5.2092 0.6964
H 1.8619 4.6143 2.3635
H 3.2336 5.3804 1.5805
H 4.9287 3.9041 1.0413
H 5.7524 1.7474 0.2070
H 1.7329 0.3878 -0.2194
H 0.3670 3.4358 1.2631
H -1.8831 2.6935 1.6357
H -2.1630 3.2338 -0.0457
H -2.9527 0.8082 2.3603
H -3.6328 -1.5234 1.9454
H -3.8517 -3.3986 0.3621
H -3.9844 -3.0607 -1.3807
H -2.0655 -3.2797 -2.8086
H 0.3625 -3.6702 -3.0960
H 0.8867 -3.6336 1.1343
H -1.5417 -3.2486 1.4387
H -3.1566 -0.7846 -2.2516
H -2.5412 1.5336 -1.7009